Below is C3H4N4 in the gas phase, with properties calculated with ωB97M-V with the def2-TZVPD basis set.

Results
Relative energy (zero: lowest compared OMol25 entry of this formula, charge and spin), kcal per mole: 73.34
Structure (SMILES): [H]/N=C1/CN=CN=N1
E_tot, a.u.: -335.65645
Frontier orbital gap, eV: 8.24

Structure (ORCA input):
```
! RIJCOSX wB97M-V def2-TZVPD def2/J DEFGRID3
* xyz 0 1
H 0.254 2.573 0.965
N -0.077 1.663 1.282
C -0.227 0.835 0.340
C -0.668 -0.552 0.662
N 0.089 -1.553 -0.074
C 0.729 -1.123 -1.078
N 0.620 0.189 -1.686
N 0.118 1.122 -1.028
H -0.461 -0.623 1.731
H -1.742 -0.739 0.538
H 1.364 -1.791 -1.654
*
```

Results of the Löwdin charge analysis, in e, for atoms 1 through 4:
1 H 0.06
2 N 0.17
3 C -0.42
4 C -0.17

---

Below is a molecular structure, C27H46Cl2F6N3O5PtSi in a non-equilibrium geometry, with properties calculated with ωB97M-V with the def2-TZVPD basis set.

Results
Relative energy (zero: lowest compared OMol25 entry of this formula, charge and spin), kcal per mole: 0.00
E_tot, a.u.: -3525.30054
Frontier orbital gap (spin up / spin down), eV: 4.43 / 6.23

Structure (ORCA input):
```
! RIJCOSX wB97M-V def2-TZVPD def2/J DEFGRID3
* xyz -1 3
C -2.186 -0.331 -4.542
C -1.413 -1.347 -3.782
H -1.920 -0.337 -5.603
H -2.017 0.675 -4.136
H -3.262 -0.566 -4.482
C -0.836 -2.411 -4.357
C -0.714 -2.640 -5.817
H -0.464 -3.234 -3.751
H -0.487 -1.735 -6.389
H -1.622 -3.086 -6.238
H 0.085 -3.368 -5.986
Pt -0.054 0.461 -0.016
Cl -0.959 2.511 -0.679
C -0.253 -2.146 1.450
O 0.600 -1.293 1.034
N 0.094 -3.030 2.372
C 1.454 -2.963 2.888
C -0.802 -4.113 2.808
H -1.288 -2.185 1.075
H 1.670 -1.936 3.217
H 2.183 -3.236 2.105
H 1.519 -3.662 3.731
H -1.843 -3.768 2.755
H -0.554 -4.379 3.843
H -0.703 -4.990 2.150
H 1.057 2.877 4.927
H -0.827 4.523 4.309
C 1.408 3.059 3.907
C -0.524 4.467 3.261
N 0.255 3.249 3.049
H 2.008 2.222 3.561
C -0.174 2.349 2.194
O 0.494 1.316 1.840
H -1.423 4.462 2.640
H -1.153 2.568 1.769
H 1.989 3.985 3.917
H 0.062 5.360 3.019
H 1.504 0.456 -3.744
H 2.382 -2.401 -3.360
C 2.491 0.553 -3.270
C 3.205 -1.803 -2.938
N 2.718 -0.560 -2.353
H 2.522 1.497 -2.721
C 2.417 -0.478 -1.067
O 1.937 0.606 -0.554
H 3.690 -2.385 -2.149
H 2.594 -1.377 -0.450
H 3.269 0.531 -4.042
H 3.921 -1.568 -3.734
O -0.422 -0.171 -1.988
C -1.389 -1.142 -2.256
C 0.059 -3.061 -1.454
C -1.203 -2.477 -1.525
H 0.908 -2.495 -1.844
C 0.220 -4.356 -0.959
H -2.353 -0.679 -1.990
C -2.316 -3.196 -1.108
H 1.205 -4.829 -0.934
C -0.889 -5.029 -0.453
C -2.158 -4.457 -0.542
H -3.298 -2.758 -1.254
H -0.780 -6.018 0.008
H -3.031 -4.996 -0.169
Si -0.312 4.018 -2.256
Cl -0.162 2.383 -3.633
C 1.447 4.430 -1.690
C -1.929 4.886 -1.529
C -0.505 5.286 -3.762
H 1.965 3.572 -1.234
H 1.418 5.247 -0.951
H 2.044 4.773 -2.552
H 0.294 5.139 -4.499
H -0.461 6.326 -3.412
H -1.466 5.147 -4.274
H -2.062 4.754 -0.441
H -2.799 4.424 -2.019
H -1.960 5.965 -1.725
C -3.867 -1.395 1.212
C -3.124 -0.081 1.319
O -2.069 -0.013 0.437
C -4.080 1.096 0.858
F -5.206 1.210 1.618
F -3.461 2.307 0.888
F -4.462 0.875 -0.427
C -2.757 0.062 2.846
F -2.392 1.305 3.252
F -3.792 -0.323 3.652
F -1.701 -0.760 3.133
H -4.000 -1.689 0.165
H -4.842 -1.301 1.694
H -3.309 -2.174 1.747
*
```

Results of the Löwdin charge analysis, in e, for atoms 1 through 4:
1 C -0.06
2 C -0.22
3 H 0.07
4 H 0.02

---

Below is C4H8N2S in the gas phase in a non-equilibrium geometry, with properties calculated with ωB97M-V with the def2-TZVPD basis set.

Results
Relative energy (zero: lowest compared OMol25 entry of this formula, charge and spin), kcal per mole: 53.68
Structure (SMILES): CS/C=C/C=N/N
E_tot, a.u.: -664.84723
Frontier orbital gap, eV: 8.53

Structure (ORCA input):
```
! RIJCOSX wB97M-V def2-TZVPD def2/J DEFGRID3
* xyz 0 1
C -3.112 -0.496 1.131
S -2.396 0.917 0.268
C -0.746 0.333 0.029
C 0.314 1.145 -0.034
C 1.650 0.670 -0.364
N 1.859 -0.490 -0.851
N 3.169 -0.896 -1.025
H -2.979 -1.422 0.524
H -4.169 -0.302 1.272
H -2.658 -0.632 2.135
H -0.653 -0.732 -0.150
H 0.195 2.215 0.174
H 2.509 1.365 -0.173
H 3.208 -1.560 -1.772
H 3.810 -0.114 -1.163
*
```

Results of the Löwdin charge analysis, in e, for atoms 1 through 4:
1 C -0.43
2 S 0.81
3 C -0.46
4 C -0.19

---

Below is a molecular structure, C12H17MnN2O6S in a non-equilibrium geometry, with properties calculated with ωB97M-V with the def2-TZVPD basis set.

Results
Relative energy (zero: lowest compared OMol25 entry of this formula, charge and spin), kcal per mole: 41.18
E_tot, a.u.: -2577.36389
Frontier orbital gap (spin up / spin down), eV: 8.45 / 8.32

Structure (ORCA input):
```
! RIJCOSX wB97M-V def2-TZVPD def2/J DEFGRID3
* xyz 1 2
Mn -0.154 0.075 0.675
O 1.428 2.406 -2.441
C 0.756 1.461 -1.833
O 0.190 1.615 -0.760
C 0.736 0.132 -2.565
O 0.323 -0.890 -1.677
C 1.206 -2.003 -1.538
C 1.885 -2.051 -0.127
O 2.713 -2.897 0.104
O 1.468 -1.152 0.680
H 1.425 3.251 -1.955
H 0.013 0.207 -3.393
H 1.728 -0.049 -2.996
H 0.603 -2.909 -1.645
H 1.984 -2.013 -2.306
S 0.376 1.436 2.596
C 1.058 0.067 3.332
N 2.372 -0.247 3.069
C 2.954 -1.330 3.603
C 2.258 -2.079 4.515
C 0.938 -1.676 4.795
N 0.367 -0.655 4.211
H 2.852 0.311 2.370
H 3.955 -1.573 3.281
H 2.693 -2.944 4.983
H 0.323 -2.220 5.500
C -4.125 -1.534 1.836
C -3.351 -2.852 1.822
C -1.905 -2.369 1.793
O -1.918 -1.110 1.090
C -3.279 -0.677 0.900
H -4.143 -1.112 2.841
H -5.147 -1.632 1.476
H -3.588 -3.421 0.923
H -3.553 -3.469 2.691
H -1.231 -3.053 1.266
H -1.530 -2.181 2.807
H -3.554 -0.855 -0.149
H -3.328 0.396 1.116
*
```

Results of the Löwdin charge analysis, in e, for atoms 1 through 4:
1 Mn 0.70
2 O 0.19
3 C -0.43
4 O 0.02

---

Q: What is the formula in the fourth record?
A: C12H17MnN2O6S

---

Q: The highest relative energy (zero: lowest compared OMol25 entry of this formula, charge and spin) belongs to which entry?
A: C3H4N4

---

Q: Which of these has the highest E_tot?
A: C3H4N4